An isolated molecule of C2H4NO3P at a distorted geometry, computed with ωB97M-V with the def2-TZVPD basis set.

Atoms and positions in Å:
N  -2.01542  0.40795  -2.19259
C  -1.10056  0.98621  -1.87435
O  0.12289  1.23319  -1.38968
P  -0.02818  1.47584  0.30830
C  0.31498  -0.16928  1.18077
O  0.19073  -1.30976  0.34450
O  1.39064  -1.50118  -0.34143
H  -1.42223  1.71685  0.54065
H  -0.36646  -0.29710  2.05213
H  1.33920  -0.09397  1.61027
H  1.57442  -2.44877  -0.23857

## Properties
E_HOMO, Ha: -0.3430
SMILES: N#COPCOO
Charge: 0

A 2-piece molecular cluster, C2H4NOP overall at a distorted geometry, computed with ωB97M-V with the def2-TZVPD basis set.

Atoms and positions in Å:
C  -0.19170  -0.73208  -0.94078
C  -0.04705  0.06078  0.28217
N  -0.94787  -0.41125  -1.90802
O  -1.53177  0.84672  -1.52459
P  -1.26529  1.33233  0.01291
H  0.14171  -1.74586  -1.07836
H  0.40049  -0.36305  1.11925
H  1.64588  0.96004  -0.50657
H  -2.15320  0.63056  0.83502

## Properties
E_HOMO (spin up / spin down), Ha: -0.3189 / -0.3445
Charge: 0

An isolated molecule of C2H4NOP at a distorted geometry, computed with ωB97M-V with the def2-TZVPD basis set.

Atoms and positions in Å:
C  -0.80567  -0.68482  -0.39049
C  1.13897  0.43559  -0.10672
N  -1.40223  -0.23868  0.71918
O  0.59653  1.18460  0.94040
P  -0.86478  0.86357  1.69345
H  -1.12862  -0.17557  -1.35081
H  -0.59785  -1.78415  -0.51397
H  1.94857  -0.41275  0.19463
H  1.11507  0.81221  -1.18566

## Properties
E_HOMO, Ha: -0.2938
Charge: 0

A 2-piece molecular cluster, C2H4NOP overall at a distorted geometry, computed with ωB97M-V with the def2-TZVPD basis set.

Atoms and positions in Å:
C  0.54166  2.50835  0.58032
C  -0.32588  -2.25150  -0.64138
N  1.51502  3.18112  0.60684
O  -1.17112  -0.09601  0.19314
P  0.14330  -0.72733  -0.43099
H  -1.30625  -2.53824  -0.21359
H  2.10565  3.81088  0.74703
H  0.45546  -3.06226  -0.95279
H  -1.95783  -0.82500  0.11143

## Properties
E_HOMO, Ha: -0.3337
Charge: 0

An isolated ion of composition C2H4NOS2 and charge -1 at a distorted geometry, computed with ωB97M-V with the def2-TZVPD basis set.

Atoms and positions in Å:
C  0.17008  0.55356  -0.56505
C  0.43819  -0.49557  0.50818
N  1.03420  1.73363  -0.42920
O  0.87273  2.34986  0.65123
S  2.00145  -1.33706  0.11302
S  3.17165  0.29153  -0.11918
H  0.34387  0.13531  -1.56172
H  -0.87994  0.86826  -0.47488
H  0.52733  0.01708  1.46912
H  -0.33432  -1.26545  0.56230

## Properties
E_HOMO, Ha: -0.0926
SMILES: O=NCCS[S-]
Charge: -1

An isolated molecule of C2H4NP at a distorted geometry, computed with ωB97M-V with the def2-TZVPD basis set.

Atoms and positions in Å:
C  1.22463  0.56113  0.57083
C  -1.17821  -0.53728  -0.34567
N  0.92812  0.88194  -0.61461
P  -0.63081  0.66073  -1.31903
H  0.42981  0.12671  1.17002
H  2.17090  0.50274  0.95103
H  -0.72622  -1.47899  0.08340
H  -2.21823  -0.71697  -0.49597

## Properties
E_HOMO, Ha: -0.3386
SMILES: C=NP=C
Charge: 0

An isolated molecule of C2H4NP at a distorted geometry, computed with ωB97M-V with the def2-TZVPD basis set.

Atoms and positions in Å:
C  1.37535  -0.04901  -0.24755
C  0.69000  -0.41328  -1.24230
N  0.22749  0.57937  0.10601
P  -0.91656  -0.12485  1.20121
H  2.17455  0.02048  0.51795
H  0.12375  -0.44108  -2.16371
H  -1.93900  -0.57011  0.30350
H  -1.73557  0.99848  1.52488

## Properties
E_HOMO, Ha: -0.2983
SMILES: PN1C=C1
Charge: 0

A 2-piece molecular cluster, C2H4NP overall at a distorted geometry, computed with ωB97M-V with the def2-TZVPD basis set.

Atoms and positions in Å:
C  -3.24316  -0.04122  0.05148
C  -2.05425  -0.12941  0.10219
N  1.61481  0.78429  0.73181
P  2.64894  0.06270  0.02600
H  -4.23986  0.03335  0.10806
H  3.18276  0.55268  -1.20372
H  -1.06931  -0.04761  0.31805
H  3.16007  -1.21476  -0.13386

## Properties
E_HOMO, Ha: -0.3676
SMILES: N#[PH2].C#C
Charge: 0

An isolated molecule of C2H4NP at a distorted geometry, computed with ωB97M-V with the def2-TZVPD basis set.

Atoms and positions in Å:
C  0.59068  0.14735  1.41774
C  -0.48456  -0.25954  -0.96952
N  1.11533  0.96927  0.53430
P  1.13427  -0.59520  -0.18204
H  0.16591  0.18875  2.33606
H  -0.54406  0.77223  -1.30641
H  -1.19055  -0.28123  -0.13094
H  -0.78702  -0.94164  -1.69919

## Properties
E_HOMO, Ha: -0.3378
SMILES: CP1=CN=1
Charge: 0

An isolated molecule of C2H4NP at a distorted geometry, computed with ωB97M-V with the def2-TZVPD basis set.

Atoms and positions in Å:
C  0.03114  -0.28552  0.07909
C  -0.66329  -1.24498  -0.18984
N  -0.03121  0.98002  0.60705
P  1.22211  0.77806  -0.59848
H  -0.47401  -1.81704  -0.95818
H  -1.25787  -1.53030  0.65324
H  0.16037  1.04504  1.59984
H  1.01276  2.07472  -1.19272

## Properties
E_HOMO, Ha: -0.3140
SMILES: C=C1NP1
Charge: 0

What is the charge in the first record? 0